{"formula": "C28H46AsCoGeN4OS", "method": "ωB97M-V/def2-TZVPD", "e_above_lowest_ev": 0.591, "e_lumo_ha": [-0.300, -0.328], "charge": 3, "homo_energy_ev": [-16.37, -16.37], "e_tot_ev": -203583.574, "multiplicity": 4, "symbols": ["Co", "C", "C", "C", "C", "Ge", "C", "C", "C", "C", "H", "H", "H", "H", "H", "H", "H", "H", "H", "H", "H", "H", "H", "H", "H", "H", "H", "H", "H", "C", "As", "C", "C", "H", "H", "H", "H", "H", "H", "H", "H", "H", "N", "S", "C", "C", "C", "C", "C", "C", "C", "C", "C", "C", "C", "C", "H", "H", "H", "H", "H", "H", "H", "H", "H", "H", "H", "C", "N", "C", "C", "C", "N", "C", "O", "N", "H", "H", "H", "H", "H", "H", "H"], "xyz": [[-0.90, 0.56, 1.33], [1.41, -0.90, -6.38], [1.45, -0.52, -4.90], [1.62, 0.99, -4.70], [1.67, 1.41, -3.22], [0.04, 1.13, -2.23], [-1.31, 2.48, -2.03], [-2.00, 2.93, -3.33], [-2.88, 1.86, -3.97], [-2.08, 0.68, -4.49], [1.24, -1.96, -6.51], [2.36, -0.65, -6.86], [0.62, -0.36, -6.91], [2.27, -1.03, -4.40], [0.53, -0.86, -4.42], [0.84, 1.54, -5.23], [2.57, 1.30, -5.15], [1.90, 2.47, -3.12], [2.43, 0.83, -2.71], [-0.30, -0.29, -1.78], [-0.80, 3.33, -1.57], [-2.04, 2.10, -1.31], [-1.25, 3.28, -4.05], [-2.61, 3.81, -3.09], [-3.42, 2.31, -4.80], [-3.63, 1.53, -3.26], [-1.33, 0.98, -5.21], [-2.72, -0.07, -4.97], [-1.59, 0.11, -3.68], [-3.74, 1.48, 3.44], [-3.29, 0.98, 1.62], [-4.16, 2.36, 0.59], [-4.42, -0.56, 1.31], [-4.79, 1.25, 3.61], [-3.59, 2.55, 3.57], [-3.14, 0.92, 4.16], [-5.13, 2.56, 1.04], [-4.31, 2.01, -0.43], [-3.57, 3.28, 0.58], [-5.45, -0.25, 1.44], [-4.18, -1.35, 2.01], [-4.27, -0.92, 0.29], [-0.34, -1.22, 1.79], [0.98, -1.73, 2.59], [2.02, -2.56, 1.40], [1.67, -2.60, 0.06], [2.52, -3.27, -0.82], [3.68, -3.87, -0.35], [4.01, -3.80, 1.00], [3.18, -3.14, 1.89], [0.48, -3.04, 3.66], [0.51, -2.78, 5.02], [0.11, -3.79, 5.89], [-0.31, -5.01, 5.39], [-0.33, -5.25, 4.02], [0.07, -4.26, 3.13], [-0.90, -2.00, 1.44], [0.76, -2.13, -0.29], [2.26, -3.33, -1.87], [4.33, -4.39, -1.03], [4.92, -4.27, 1.36], [3.43, -3.10, 2.95], [0.85, -1.83, 5.40], [0.14, -3.62, 6.96], [-0.62, -5.79, 6.07], [-0.65, -6.21, 3.64], [0.09, -4.46, 2.07], [3.26, 2.48, -0.32], [2.36, 2.64, 0.84], [2.76, 3.36, 1.94], [2.01, 3.48, 3.04], [0.75, 2.81, 3.05], [0.36, 2.11, 1.96], [1.14, 2.05, 0.86], [0.66, 1.37, -0.11], [-0.06, 2.86, 4.09], [4.28, 2.65, 0.02], [3.01, 3.20, -1.09], [3.17, 1.47, -0.69], [3.74, 3.82, 1.85], [2.35, 4.05, 3.89], [0.19, 3.38, 4.92], [-0.95, 2.39, 4.08]], "mulliken_spin": [2.804, 0.000, 0.000, 0.000, 0.000, 0.001, -0.005, 0.001, 0.000, 0.000, 0.000, 0.000, 0.000, 0.000, 0.000, 0.000, 0.000, 0.001, 0.000, 0.008, 0.001, 0.007, 0.000, 0.000, 0.000, 0.000, 0.000, 0.000, 0.000, 0.003, 0.056, 0.012, 0.001, 0.001, -0.001, -0.002, 0.002, 0.000, 0.001, 0.002, -0.001, 0.000, 0.051, 0.012, 0.010, 0.006, 0.000, 0.000, 0.000, 0.001, 0.005, 0.003, 0.000, 0.001, -0.001, 0.001, 0.007, -0.006, 0.000, 0.000, 0.000, 0.000, 0.000, 0.000, 0.000, 0.000, 0.000, 0.003, 0.001, 0.002, 0.000, 0.014, 0.037, -0.027, -0.015, 0.005, 0.000, 0.000, -0.001, 0.000, 0.000, 0.000, 0.000]}